Record 1
Molecular formula: C24H30AuN3O3PS
Method: DFT, the ωB97M-V functional and the def2-TZVPD basis

Last column: Löwdin charge in e.
Atoms and positions in Å:
Au  -0.76  0.91  0.08  0.915
N  3.41  5.38  0.09  0.241
C  2.35  4.31  0.27  -0.277
C  3.04  3.00  0.66  -0.086
C  2.04  1.91  1.06  -0.309
N  1.35  1.31  -0.15  0.005
C  1.08  2.44  2.12  -0.123
C  0.33  3.71  1.70  -0.334
N  -0.65  3.42  0.63  0.030
C  1.34  4.80  1.31  -0.091
H  4.11  5.13  -0.62  0.186
H  3.92  5.55  0.97  0.185
H  3.00  6.28  -0.19  0.187
H  1.89  4.23  -0.72  0.156
H  3.67  3.18  1.54  0.145
H  3.70  2.65  -0.14  0.138
H  2.60  1.08  1.50  0.148
H  1.84  0.46  -0.41  0.083
H  1.41  1.92  -0.95  0.098
H  1.67  2.65  3.01  0.143
H  0.37  1.67  2.41  0.108
H  -0.21  4.08  2.57  0.159
H  -0.49  3.97  -0.20  0.090
H  -1.59  3.65  0.93  0.106
H  1.88  5.10  2.21  0.144
H  0.81  5.68  0.94  0.140
O  -2.39  -0.45  -1.48  -0.427
S  -3.57  -0.06  -0.48  0.688
O  -4.69  0.50  -1.12  -0.149
O  -2.86  0.77  0.53  -0.385
C  -3.78  -1.66  0.19  -0.268
C  -4.94  -2.15  0.74  0.015
C  -4.90  -3.44  1.28  0.007
C  -3.71  -4.17  1.27  -0.002
C  -2.55  -3.64  0.71  -0.026
C  -2.59  -2.38  0.14  -0.269
P  -1.25  -1.58  -0.76  1.043
C  0.20  -1.81  0.33  -0.354
C  0.03  -1.76  1.72  -0.090
C  1.12  -1.96  2.55  -0.035
C  2.38  -2.19  2.00  -0.027
C  2.55  -2.22  0.62  -0.042
C  1.47  -2.02  -0.22  -0.097
C  -0.77  -2.28  -2.33  -0.312
C  -0.36  -3.62  -2.32  -0.074
C  -0.02  -4.23  -3.52  -0.031
C  -0.06  -3.51  -4.70  -0.018
C  -0.46  -2.18  -4.71  -0.034
C  -0.83  -1.56  -3.53  -0.057
H  -5.85  -1.56  0.75  0.143
H  -5.79  -3.87  1.70  0.136
H  -3.70  -5.16  1.69  0.133
H  -1.64  -4.23  0.72  0.124
H  -0.95  -1.60  2.15  0.119
H  0.98  -1.96  3.62  0.127
H  3.22  -2.36  2.66  0.128
H  3.53  -2.42  0.20  0.127
H  1.60  -2.07  -1.29  0.118
H  -0.31  -4.19  -1.40  0.113
H  0.27  -5.27  -3.52  0.127
H  0.21  -4.00  -5.63  0.129
H  -0.50  -1.63  -5.64  0.125
H  -1.18  -0.54  -3.55  0.109

Calculated values
- HOMO-LUMO gap (eV) = 7.3473
- LUMO level (Ha) = -0.35315
- energy relative to the best compared isomer or geometry (same formula, charge and spin) (kcal per mole) = 47.95
- net charge = +3
- E (eV) = -59778.3804



Record 2
Molecular formula: C3H3BrFO2
Method: DFT, the ωB97M-V functional and the def2-TZVPD basis

Last column: Löwdin charge in e.
Atoms and positions in Å:
C  -1.54  0.51  -0.48  -0.715
C  1.35  0.18  0.73  -0.611
C  -0.44  -0.62  -0.42  -0.082
O  -2.54  0.04  0.14  -0.079
O  -1.38  1.51  -1.22  -0.071
F  -0.60  -1.60  0.49  -0.046
Br  2.94  0.23  -0.26  0.493
H  1.36  -0.43  1.61  -0.018
H  0.86  1.20  0.78  0.016
H  -0.02  -1.03  -1.38  0.113

Calculated values
- HOMO-LUMO gap (eV) = 7.4724
- LUMO level (Ha) = 0.11860
- energy relative to the best compared isomer or geometry (same formula, charge and spin) (kcal per mole) = 79.42
- net charge = -1
- E (eV) = -80013.5281



Record 3
Molecular formula: C5H5P
Method: DFT, the ωB97M-V functional and the def2-TZVPD basis

Last column: Löwdin charge in e.
Atoms and positions in Å:
C  1.49  -0.83  0.18  -0.648
C  0.03  -0.77  -0.07  -0.331
C  -0.53  0.36  -0.82  -0.160
C  -0.81  0.26  0.69  -0.147
C  -0.29  1.46  0.16  -0.016
P  2.76  0.14  -0.15  0.797
H  1.69  -1.82  0.71  0.052
H  -0.39  -1.77  -0.39  0.152
H  -1.28  0.49  -1.55  0.112
H  -1.85  0.20  1.15  0.147
H  -0.82  2.30  0.09  0.041

Calculated values
- HOMO-LUMO gap (alpha / beta) (eV) = 8.1730 / 6.9368
- LUMO level (alpha / beta) (Ha) = 0.01086 / -0.01668
- energy relative to the best compared isomer or geometry (same formula, charge and spin) (kcal per mole) = 96.06
- net charge = 0
- E (eV) = -14548.2060



Record 4
Molecular formula: C3H11NO
Method: DFT, the ωB97M-V functional and the def2-TZVPD basis

Last column: Löwdin charge in e.
Atoms and positions in Å:
C  -2.16  -0.81  1.57  -0.179
O  -1.62  -0.25  0.41  -0.169
H  -2.22  -1.90  1.45  0.073
H  -3.21  -0.53  1.62  0.072
H  -1.65  -0.42  2.46  0.073
C  0.57  1.45  -0.41  -0.142
N  0.56  0.17  -1.11  -0.203
C  1.79  -0.56  -0.90  -0.141
H  -0.32  2.06  -0.32  0.079
H  1.43  2.07  -0.71  0.078
H  0.73  1.21  0.66  0.082
H  -0.76  -0.40  -0.02  0.025
H  0.45  0.30  -2.10  0.112
H  1.89  -0.84  0.15  0.082
H  1.79  -1.45  -1.53  0.079
H  2.73  -0.08  -1.23  0.077

Calculated values
- HOMO-LUMO gap (eV) = 10.3632
- LUMO level (Ha) = 0.03623
- energy relative to the best compared isomer or geometry (same formula, charge and spin) (kcal per mole) = 35.68
- net charge = 0
- E (eV) = -6825.6984



Record 5
Molecular formula: C8H14Br6Cl6
Method: DFT, the ωB97M-V functional and the def2-TZVPD basis

Last column: Löwdin charge in e.
Atoms and positions in Å:
Br  4.00  -2.67  -2.90  0.641
C  2.25  -1.87  -2.64  -0.754
C  1.31  -2.96  -2.28  -0.706
Br  -0.47  -2.24  -1.91  0.635
H  1.98  -1.35  -3.55  0.050
H  2.31  -1.07  -1.89  -0.042
H  1.61  -3.54  -1.42  0.021
H  1.17  -3.61  -3.13  0.053
Br  -1.91  4.60  -2.27  0.650
C  -0.50  3.37  -2.73  -0.731
C  -0.38  2.32  -1.68  -0.701
Br  1.30  1.36  -1.91  0.714
H  0.42  3.93  -2.84  0.048
H  -0.72  2.91  -3.69  0.062
H  -1.17  1.58  -1.76  0.044
H  -0.34  2.70  -0.67  0.003
Br  -2.61  -3.97  2.79  0.643
C  -1.66  -2.29  2.57  -0.713
C  -2.22  -1.56  1.37  -0.702
Br  -1.09  -0.06  0.97  0.678
H  -0.62  -2.55  2.45  0.001
H  -1.79  -1.72  3.48  0.058
H  -3.19  -1.13  1.61  0.058
H  -2.40  -2.19  0.51  0.025
C  -1.54  3.15  3.03  -1.548
Cl  -1.66  4.27  4.41  0.523
Cl  0.07  3.22  2.30  0.508
Cl  -2.78  3.50  1.82  0.519
H  -1.68  2.15  3.39  -0.008
C  2.40  -0.81  1.23  -1.546
Cl  1.98  -2.53  1.31  0.560
Cl  4.12  -0.63  0.83  0.536
Cl  1.99  0.03  2.75  0.503
H  1.82  -0.36  0.45  -0.080

Calculated values
- HOMO-LUMO gap (eV) = 10.4469
- LUMO level (Ha) = 0.00881
- energy relative to the best compared isomer or geometry (same formula, charge and spin) (kcal per mole) = 0.00
- net charge = 0
- E (eV) = -503913.1104



> Which of these has the lowest energy relative to the best compared isomer or geometry (same formula, charge and spin)?

C8H14Br6Cl6



> What is the E in the fourth record?

-6825.6984 eV



What did the first record say?
Molecular formula: C24H30AuN3O3PS
Method: DFT, the ωB97M-V functional and the def2-TZVPD basis

Last column: Löwdin charge in e.
Atoms and positions in Å:
Au  -0.76  0.91  0.08  0.915
N  3.41  5.38  0.09  0.241
C  2.35  4.31  0.27  -0.277
C  3.04  3.00  0.66  -0.086
C  2.04  1.91  1.06  -0.309
N  1.35  1.31  -0.15  0.005
C  1.08  2.44  2.12  -0.123
C  0.33  3.71  1.70  -0.334
N  -0.65  3.42  0.63  0.030
C  1.34  4.80  1.31  -0.091
H  4.11  5.13  -0.62  0.186
H  3.92  5.55  0.97  0.185
H  3.00  6.28  -0.19  0.187
H  1.89  4.23  -0.72  0.156
H  3.67  3.18  1.54  0.145
H  3.70  2.65  -0.14  0.138
H  2.60  1.08  1.50  0.148
H  1.84  0.46  -0.41  0.083
H  1.41  1.92  -0.95  0.098
H  1.67  2.65  3.01  0.143
H  0.37  1.67  2.41  0.108
H  -0.21  4.08  2.57  0.159
H  -0.49  3.97  -0.20  0.090
H  -1.59  3.65  0.93  0.106
H  1.88  5.10  2.21  0.144
H  0.81  5.68  0.94  0.140
O  -2.39  -0.45  -1.48  -0.427
S  -3.57  -0.06  -0.48  0.688
O  -4.69  0.50  -1.12  -0.149
O  -2.86  0.77  0.53  -0.385
C  -3.78  -1.66  0.19  -0.268
C  -4.94  -2.15  0.74  0.015
C  -4.90  -3.44  1.28  0.007
C  -3.71  -4.17  1.27  -0.002
C  -2.55  -3.64  0.71  -0.026
C  -2.59  -2.38  0.14  -0.269
P  -1.25  -1.58  -0.76  1.043
C  0.20  -1.81  0.33  -0.354
C  0.03  -1.76  1.72  -0.090
C  1.12  -1.96  2.55  -0.035
C  2.38  -2.19  2.00  -0.027
C  2.55  -2.22  0.62  -0.042
C  1.47  -2.02  -0.22  -0.097
C  -0.77  -2.28  -2.33  -0.312
C  -0.36  -3.62  -2.32  -0.074
C  -0.02  -4.23  -3.52  -0.031
C  -0.06  -3.51  -4.70  -0.018
C  -0.46  -2.18  -4.71  -0.034
C  -0.83  -1.56  -3.53  -0.057
H  -5.85  -1.56  0.75  0.143
H  -5.79  -3.87  1.70  0.136
H  -3.70  -5.16  1.69  0.133
H  -1.64  -4.23  0.72  0.124
H  -0.95  -1.60  2.15  0.119
H  0.98  -1.96  3.62  0.127
H  3.22  -2.36  2.66  0.128
H  3.53  -2.42  0.20  0.127
H  1.60  -2.07  -1.29  0.118
H  -0.31  -4.19  -1.40  0.113
H  0.27  -5.27  -3.52  0.127
H  0.21  -4.00  -5.63  0.129
H  -0.50  -1.63  -5.64  0.125
H  -1.18  -0.54  -3.55  0.109

Calculated values
- HOMO-LUMO gap (eV) = 7.3473
- LUMO level (Ha) = -0.35315
- energy relative to the best compared isomer or geometry (same formula, charge and spin) (kcal per mole) = 47.95
- net charge = +3
- E (eV) = -59778.3804



Please write out number 5 again, unchanged.
Molecular formula: C8H14Br6Cl6
Method: DFT, the ωB97M-V functional and the def2-TZVPD basis

Last column: Löwdin charge in e.
Atoms and positions in Å:
Br  4.00  -2.67  -2.90  0.641
C  2.25  -1.87  -2.64  -0.754
C  1.31  -2.96  -2.28  -0.706
Br  -0.47  -2.24  -1.91  0.635
H  1.98  -1.35  -3.55  0.050
H  2.31  -1.07  -1.89  -0.042
H  1.61  -3.54  -1.42  0.021
H  1.17  -3.61  -3.13  0.053
Br  -1.91  4.60  -2.27  0.650
C  -0.50  3.37  -2.73  -0.731
C  -0.38  2.32  -1.68  -0.701
Br  1.30  1.36  -1.91  0.714
H  0.42  3.93  -2.84  0.048
H  -0.72  2.91  -3.69  0.062
H  -1.17  1.58  -1.76  0.044
H  -0.34  2.70  -0.67  0.003
Br  -2.61  -3.97  2.79  0.643
C  -1.66  -2.29  2.57  -0.713
C  -2.22  -1.56  1.37  -0.702
Br  -1.09  -0.06  0.97  0.678
H  -0.62  -2.55  2.45  0.001
H  -1.79  -1.72  3.48  0.058
H  -3.19  -1.13  1.61  0.058
H  -2.40  -2.19  0.51  0.025
C  -1.54  3.15  3.03  -1.548
Cl  -1.66  4.27  4.41  0.523
Cl  0.07  3.22  2.30  0.508
Cl  -2.78  3.50  1.82  0.519
H  -1.68  2.15  3.39  -0.008
C  2.40  -0.81  1.23  -1.546
Cl  1.98  -2.53  1.31  0.560
Cl  4.12  -0.63  0.83  0.536
Cl  1.99  0.03  2.75  0.503
H  1.82  -0.36  0.45  -0.080

Calculated values
- HOMO-LUMO gap (eV) = 10.4469
- LUMO level (Ha) = 0.00881
- energy relative to the best compared isomer or geometry (same formula, charge and spin) (kcal per mole) = 0.00
- net charge = 0
- E (eV) = -503913.1104